Entry 1:
Entry from OMol25: a structure of composition C2HCl3O in a non-equilibrium geometry (ωB97M-V/def2-TZVPD).

```
! wB97M-V def2-TZVPD RIJCOSX def2/J DEFGRID3
* xyz 0 1
C 0.0335 -0.0113 -0.0420
C 0.7254 1.1209 -0.8101
H 0.0928 2.0436 -1.4404
O 1.9533 1.0621 -0.8064
Cl -0.9224 0.9956 1.0333
Cl 1.0744 -1.2629 0.6405
Cl -1.3445 -0.7444 -0.9089
*
```

As for the HOMO energy: -10.9 eV. As for the LUMO energy: -0.01 eV. As for the HOMO-LUMO gap: 10.9 eV. Its electronic energy is -41703.20860 eV.

Entry 2:
Entry from OMol25: a structure of composition C23H35N3O3P2S2Ti in a non-equilibrium geometry (ωB97M-V/def2-TZVPD).

```
! wB97M-V def2-TZVPD RIJCOSX def2/J DEFGRID3
* xyz 0 3
Ti -0.1030 -0.9386 0.1883
N -0.6302 0.6803 1.7550
C -2.0452 0.7819 2.1367
C -2.8916 0.9172 0.8813
N -2.4317 -0.0586 -0.1066
H -0.0634 0.3701 2.5366
H -0.2797 1.5847 1.4592
H -2.2335 1.6295 2.8019
H -2.3099 -0.1305 2.6688
H -2.7602 1.9157 0.4660
H -3.9492 0.8038 1.1390
H -2.8175 0.1170 -1.0256
H -2.7178 -0.9928 0.1709
C -1.0865 -0.2932 -2.9959
C -1.0507 -1.7470 -2.6367
C -1.1438 -2.7098 -3.6249
C -1.1908 -4.0532 -3.3092
C -1.2275 -4.4307 -1.9416
C -1.3718 -5.7684 -1.5351
C -1.4379 -6.0938 -0.1977
C -1.3820 -5.0946 0.7686
C -1.2422 -3.7584 0.4048
S -1.2495 -2.4914 1.6285
C -1.1293 -3.4126 -0.9586
N -0.9470 -2.0751 -1.3102
H -2.1164 0.0725 -3.0786
H -0.6036 -0.1060 -3.9566
H -0.5975 0.3263 -2.2393
H -1.1756 -2.3844 -4.6581
H -1.2424 -4.8131 -4.0775
H -1.4331 -6.5379 -2.2954
H -1.5503 -7.1275 0.1051
H -1.4679 -5.3395 1.8198
C 3.2675 1.1724 -0.2014
P 1.8399 0.6198 -1.2036
C 2.5811 -0.6851 -2.2527
C 1.7615 2.0513 -2.3928
C 2.7724 2.1491 -3.3564
C 2.7986 3.1662 -4.2915
C 1.8017 4.1315 -4.2881
C 0.8179 4.0741 -3.3221
C 0.7861 3.0564 -2.3639
P -0.4789 3.1242 -1.0377
C -1.9982 3.3931 -2.0441
C -0.2034 4.8395 -0.4267
H 2.9728 2.0385 0.3938
H 4.0977 1.4570 -0.8498
H 3.5818 0.3744 0.4661
H 3.4500 -0.3600 -2.8176
H 1.8221 -1.0698 -2.9365
H 2.8749 -1.5012 -1.5968
H 3.5696 1.4215 -3.3803
H 3.5973 3.2041 -5.0212
H 1.8024 4.9283 -5.0207
H 0.0570 4.8452 -3.3059
H -1.9511 4.2985 -2.6506
H -2.8661 3.4690 -1.3871
H -2.1459 2.5375 -2.7033
H -0.2408 5.5846 -1.2228
H 0.7708 4.8975 0.0608
H -0.9674 5.0827 0.3146
C 1.9373 -3.4364 2.3098
S 2.2257 -2.1136 1.1621
O 3.6453 -2.0060 0.9687
O 1.5809 -0.8753 1.6882
O 1.4508 -2.3993 -0.0716
H 1.5014 -3.0253 3.2150
H 2.8992 -3.9015 2.5069
H 1.2397 -4.1372 1.8575
*
```

As for the HOMO energy (alpha / beta): -5.0 / -7.0 eV. As for the LUMO energy (alpha / beta): 0.08 / 0.24 eV. As for the HOMO-LUMO gap (alpha / beta): 5.1 / 7.2 eV. Its electronic energy is -98398.99684 eV.

Entry 3:
Entry from OMol25: a structure of composition C33H27ClNO6Ta in a non-equilibrium geometry (ωB97M-V/def2-TZVPD).

```
! wB97M-V def2-TZVPD RIJCOSX def2/J DEFGRID3
* xyz 2 1
Ta -0.4074 1.4728 1.0597
O -1.9197 1.1311 0.2015
C -2.7360 -0.0499 -0.3057
C -2.8094 -0.8997 0.9805
C -1.5016 -1.4025 1.5377
C -1.3510 -2.7431 1.8347
C -0.1428 -3.2276 2.3071
C 0.9338 -2.3647 2.4382
C 0.7603 -1.0326 2.1453
C 1.9005 -0.0554 2.1667
C 2.3286 0.3961 0.7422
O 1.0713 1.0192 0.1535
C 2.6874 -0.8174 -0.0881
C 3.9532 -1.3655 0.1171
C 4.3173 -2.5363 -0.5260
C 3.4232 -3.1640 -1.3849
C 2.1703 -2.6130 -1.5959
C 1.7933 -1.4423 -0.9465
C 3.3711 1.4852 0.7332
C 3.9227 2.0151 1.8929
C 4.8850 3.0139 1.8099
C 5.2865 3.4908 0.5729
C 4.7352 2.9628 -0.5895
C 3.7884 1.9582 -0.5110
N -0.4562 -0.5498 1.7574
C -4.0973 0.4896 -0.6683
C -4.7169 0.1046 -1.8515
C -5.9929 0.5665 -2.1462
C -6.6450 1.4203 -1.2719
C -6.0249 1.8134 -0.0919
C -4.7600 1.3447 0.2129
C -1.9627 -0.6468 -1.4510
C -1.8989 -2.0235 -1.6335
C -1.2726 -2.5494 -2.7564
C -0.6954 -1.7049 -3.6924
C -0.7555 -0.3288 -3.5130
C -1.3976 0.1986 -2.4049
H -3.4525 -1.7548 0.7771
H -3.3376 -0.3084 1.7326
H -2.1894 -3.4083 1.6834
H -0.0318 -4.2779 2.5428
H 1.9063 -2.7196 2.7483
H 2.7680 -0.5184 2.6348
H 1.6540 0.8046 2.8023
H 4.6654 -0.8655 0.7635
H 5.3044 -2.9495 -0.3692
H 3.7106 -4.0719 -1.8977
H 1.4783 -3.0877 -2.2778
H 0.8140 -1.0233 -1.1442
H 3.6384 1.6583 2.8745
H 5.3217 3.4128 2.7152
H 6.0357 4.2682 0.5103
H 5.0555 3.3278 -1.5558
H 3.3766 1.5310 -1.4178
H -4.2174 -0.5559 -2.5475
H -6.4713 0.2596 -3.0660
H -7.6358 1.7841 -1.5078
H -6.5291 2.4851 0.5893
H -4.2881 1.6689 1.1339
H -2.3669 -2.7031 -0.9329
H -1.2495 -3.6214 -2.9010
H -0.2123 -2.1154 -4.5690
H -0.3234 0.3343 -4.2503
H -1.4899 1.2736 -2.3035
O -0.4227 3.7127 0.9671
Cl -0.3294 3.6631 2.4698
O -0.4868 4.8739 3.1094
O -1.3830 2.6313 2.7597
O 0.9037 2.9260 2.6918
*
```

As for the HOMO energy: -14.3 eV. As for the LUMO energy: -8.22 eV. As for the HOMO-LUMO gap: 6.1 eV. Its electronic energy is -62488.21381 eV.

What is the formula in the third record?
C33H27ClNO6Ta

The lowest electronic energy belongs to which entry?
C23H35N3O3P2S2Ti

Which formula does entry 1 have?
C2HCl3O

Look up the electronic energy of the second one.
-98398.99684 eV